No. 1
Density functional theory data (ωB97M-V with the def2-TZVPD basis set) for a molecular structure, C43H55ClIN11O3Ti.

Values from the calculation:
Highest occupied orbital energy: -12.5 eV
Molecular weight: 984.2 u
Energy relative to the best compared isomer or geometry (same formula, charge and spin): 0.0 kcal/mol
Kohn-Sham gap: 6.914 eV
E: -111746.286 eV

```
! wB97M-V def2-TZVPD RIJCOSX def2/J DEFGRID3
* xyz 2 1
Ti 0.031 0.304 -0.252
C 1.586 -4.611 1.655
N 1.706 -3.221 1.221
C 2.982 -2.582 1.517
C 0.635 -2.557 0.747
N 0.740 -1.594 -0.200
C 1.880 -1.585 -1.062
C 2.255 -2.681 -1.830
C 3.370 -2.627 -2.646
C 4.121 -1.455 -2.702
C 3.733 -0.346 -1.972
C 2.602 -0.389 -1.152
N 2.059 0.750 -0.524
C 2.863 1.809 -0.267
N 3.969 1.677 0.478
C 5.148 2.518 0.304
C 4.130 0.573 1.409
N 2.557 3.005 -0.787
C 1.897 3.117 -2.083
C 2.817 4.265 -0.103
N -0.567 -2.867 1.246
C -1.763 -2.988 0.422
C -0.721 -3.241 2.647
H 2.442 -5.159 1.262
H 0.679 -5.049 1.247
H 1.579 -4.711 2.742
H 3.719 -3.367 1.670
H 2.904 -1.988 2.429
H 3.319 -1.955 0.699
H 1.670 -3.592 -1.761
H 3.653 -3.488 -3.234
H 4.997 -1.399 -3.333
H 4.300 0.574 -2.050
H 5.063 3.102 -0.607
H 6.018 1.865 0.218
H 5.298 3.186 1.153
H 3.155 0.158 1.649
H 4.596 0.954 2.318
H 4.776 -0.195 0.978
H 1.894 2.154 -2.583
H 2.455 3.836 -2.685
H 0.873 3.470 -1.974
H 3.121 4.080 0.923
H 1.889 4.839 -0.096
H 3.584 4.854 -0.608
H -1.703 -2.363 -0.463
H -2.627 -2.705 1.017
H -1.892 -4.029 0.114
H 0.164 -2.961 3.213
H -0.920 -4.307 2.773
H -1.569 -2.685 3.049
C 0.484 0.276 1.814
C 0.689 0.071 2.998
C 0.910 -0.231 4.389
C -0.168 -0.277 5.275
C 0.038 -0.571 6.613
C 1.322 -0.820 7.079
C 2.399 -0.778 6.206
C 2.197 -0.486 4.867
H -1.167 -0.080 4.906
H -0.802 -0.605 7.293
H 1.481 -1.043 8.125
H 3.399 -0.972 6.570
H 3.037 -0.448 4.186
O -1.829 0.164 0.239
C -2.879 0.570 0.830
C -3.308 0.012 2.140
C -4.601 -0.817 1.988
C -5.874 0.027 1.964
C -5.990 0.975 0.770
C -4.879 2.013 0.695
N -3.607 1.463 0.202
H -3.484 0.841 2.833
H -2.475 -0.573 2.527
H -4.647 -1.521 2.819
H -4.546 -1.414 1.073
H -5.935 0.608 2.890
H -6.734 -0.643 1.963
H -6.938 1.512 0.830
H -6.012 0.407 -0.165
H -4.700 2.462 1.675
H -5.138 2.823 0.015
H -3.278 1.716 -0.731
N 0.035 2.986 1.502
C -0.402 4.235 1.692
C -1.080 4.607 0.549
C -1.007 3.489 -0.286
N -0.322 2.502 0.297
H 0.493 2.343 2.145
H -0.204 4.760 2.610
H -1.564 5.546 0.350
H -1.400 3.340 -1.279
Cl 0.177 -0.532 -8.542
C -0.136 -0.003 -6.928
C 0.772 -0.322 -5.924
C 0.511 0.088 -4.628
C -0.646 0.810 -4.344
C -1.536 1.136 -5.365
C -1.284 0.729 -6.664
C -1.006 1.203 -2.965
O -1.996 1.839 -2.664
O -0.143 0.779 -2.039
H 1.666 -0.878 -6.165
H 1.205 -0.166 -3.836
H -2.429 1.698 -5.129
H -1.968 0.970 -7.465
I -5.431 -0.623 -4.942
C -3.707 -1.278 -4.063
C -2.685 -2.001 -4.635
N -1.754 -2.160 -3.676
N -2.090 -1.579 -2.514
C -3.283 -1.052 -2.743
H -2.559 -2.397 -5.627
H -0.858 -2.609 -3.766
H -3.801 -0.514 -1.966
*
```



No. 2
Density functional theory data (ωB97M-V with the def2-TZVPD basis set) for a molecular structure, C43H55F5N2O6PRbSi2Te.

Values from the calculation:
Highest occupied orbital energy: -1.9 eV
Molecular weight: 1091.1 u
Energy relative to the best compared isomer or geometry (same formula, charge and spin): 0.0 kcal/mol
Kohn-Sham gap: 5.614 eV
E: -107333.882 eV

```
! wB97M-V def2-TZVPD RIJCOSX def2/J DEFGRID3
* xyz -2 1
Rb -0.038 0.129 -0.755
O 2.172 1.032 -4.347
C 1.696 0.173 -3.582
O 2.150 -0.206 -2.468
C 0.447 -0.585 -4.138
C 0.006 -1.877 -3.413
C -0.596 -2.838 -4.445
C -1.907 -2.094 -4.805
C -1.884 -0.920 -3.807
O -1.190 -1.502 -2.683
C -0.909 0.173 -4.273
C -1.195 1.499 -3.506
O -2.310 1.991 -3.747
O -0.311 1.958 -2.732
H 0.768 -0.859 -5.147
H 0.742 -2.297 -2.731
H 0.064 -2.989 -5.301
H -0.805 -3.806 -3.985
H -1.931 -1.739 -5.836
H -2.781 -2.728 -4.641
H -2.855 -0.539 -3.501
H -1.114 0.421 -5.315
C 2.748 0.958 1.021
C 2.550 -0.187 2.018
C 3.473 0.019 3.216
C 2.790 -1.533 1.330
C 3.068 -2.732 2.230
O 2.515 -3.840 1.486
C 1.587 -3.251 0.670
N 1.606 -1.992 0.567
C 0.722 -4.195 -0.081
C 1.374 -5.185 -0.806
C 0.647 -6.073 -1.586
C -0.733 -5.975 -1.618
C -1.386 -5.001 -0.870
C -0.680 -4.090 -0.090
P -1.441 -2.701 0.918
C -0.994 -3.381 2.566
C -0.504 -2.494 3.525
C -0.098 -2.970 4.767
C -0.172 -4.324 5.064
C -0.657 -5.212 4.113
C -1.063 -4.740 2.871
C -3.212 -3.093 0.726
C -4.026 -3.565 1.749
C -5.391 -3.722 1.546
C -5.957 -3.406 0.320
C -5.154 -2.919 -0.703
C -3.792 -2.755 -0.499
H 2.286 1.872 1.395
H 2.350 0.758 0.028
H 3.817 1.153 0.887
H 1.513 -0.187 2.376
H 4.524 -0.050 2.914
H 3.296 -0.706 4.013
H 3.320 1.015 3.637
H 3.597 -1.410 0.596
H 2.525 -2.668 3.178
H 4.121 -2.932 2.413
H 2.454 -5.244 -0.766
H 1.158 -6.831 -2.167
H -1.312 -6.662 -2.224
H -2.466 -4.953 -0.890
H -0.453 -1.433 3.306
H 0.272 -2.270 5.508
H 0.147 -4.687 6.034
H -0.715 -6.272 4.333
H -1.431 -5.438 2.128
H -3.597 -3.780 2.720
H -6.017 -4.073 2.359
H -7.025 -3.514 0.168
H -5.590 -2.642 -1.655
H -3.168 -2.347 -1.289
N -1.493 0.441 2.770
C -2.524 -0.295 2.518
H -1.675 1.446 2.868
F -4.600 -0.131 1.388
C -3.902 0.367 2.455
F -4.605 0.011 3.583
C -4.080 1.901 2.346
F -5.365 2.262 2.162
F -3.381 2.405 1.326
F -3.663 2.514 3.474
C 0.404 3.571 3.095
Si 1.203 5.042 2.254
C 3.046 4.752 1.990
C 1.074 6.515 3.441
C 0.334 5.491 0.664
Te -0.252 3.933 -0.745
C 1.720 3.584 -1.523
Si 2.094 4.481 -3.121
C 2.084 6.338 -2.747
C 3.816 3.958 -3.666
C 0.881 4.095 -4.485
H 0.950 3.274 3.994
H 0.337 2.703 2.435
H -0.620 3.816 3.393
H 3.540 4.594 2.954
H 3.504 5.624 1.514
H 3.258 3.885 1.364
H 1.577 6.302 4.389
H 0.029 6.751 3.663
H 1.532 7.409 3.009
H 0.901 6.238 0.101
H -0.620 5.963 0.926
H 1.778 2.510 -1.714
H 2.436 3.848 -0.741
H 2.809 6.586 -1.965
H 1.094 6.649 -2.401
H 2.329 6.926 -3.637
H 4.567 4.147 -2.891
H 4.126 4.480 -4.578
H 3.789 2.883 -3.873
H -0.156 4.222 -4.163
H 1.010 3.046 -4.766
H 1.069 4.732 -5.356
*
```



Number 1: largest force on an atom 0.881 eV Å⁻¹. Number 2: largest force on an atom 0.620 eV Å⁻¹.